{
  "formula": "C2H5NSi",
  "method": "ωB97M-V/def2-TZVPD",
  "species": ["C", "C", "N", "Si", "H", "H", "H", "H", "H"],
  "coordinates": [[-2.26, 0.46, 0.20], [-1.27, -0.21, -0.01], [-0.10, -0.83, -0.13], [1.37, 0.20, 0.06], [-2.99, 1.16, 0.36], [-0.05, -1.88, -0.29], [2.45, 0.21, -1.13], [2.19, -0.62, 0.98], [0.66, 1.50, -0.04]],
  "smiles": "C#CN[SiH3]",
  "homo_energy_ha": -0.3120,
  "energy_ev": -11519.9076,
  "multiplicity": 1,
  "molar_mass_g_mol": 71.15
}

=====

{
  "formula": "C2H5NSi",
  "method": "ωB97M-V/def2-TZVPD",
  "species": ["N", "Si", "H", "H", "H", "C", "C", "H", "H"],
  "coordinates": [[1.20, -0.04, -0.11], [2.77, 0.15, 0.17], [0.72, -0.89, -0.52], [3.03, 1.53, 0.33], [4.10, -0.61, -0.04], [-3.30, -0.40, 0.41], [-2.50, 0.31, -0.13], [-3.94, -1.20, 0.55], [-2.08, 1.15, -0.67]],
  "smiles": "N=[SiH2].C#C",
  "homo_energy_ha": -0.3622,
  "energy_ev": -11518.4719,
  "multiplicity": 1,
  "molar_mass_g_mol": 71.15
}

=====

- Which formula does entry 2 have?
  C2H5NSi